(1)
# C34H51N2O21V

A molecular structure, C34H51N2O21V (wB97M-V/def2-TZVPD, the Open Molecules 2025 dataset).

Computed properties:
- Highest occupied orbital energy: -8.89 eV
- Net charge: 0
- Frontier orbital gap: 7.371 eV
- Total energy: -3959.5408 Eh

XYZ file:
```
109
Properties=species:S:1:pos:R:3:forces:R:3
C -2.29423 0.53429 5.98364 -2.0137 0.8615 -1.2539
C -0.89650 -1.16756 4.24915 -0.9061 1.3247 -0.1434
O 0.00807 -0.59565 -5.37555 0.8510 -0.5903 0.1235
O -3.04227 1.30899 6.72626 -1.4063 1.6211 0.7939
H -0.95500 0.15402 7.47692 0.3433 0.0677 -0.0902
O -3.48809 -3.00546 -0.53354 -0.0473 -0.3962 0.6674
H -2.06624 -1.21206 -1.22855 0.0806 0.4247 -0.2695
O -4.64778 0.15783 -3.50196 0.3503 0.9114 0.4935
O 4.02393 -3.75649 0.09328 -0.1346 -0.5905 0.8157
C 3.87671 -2.86698 1.15535 0.9274 1.5314 0.2673
O 0.30499 2.44463 0.02762 0.8958 -0.8272 -0.4553
O -2.31138 3.73814 4.64371 0.4147 -0.3293 0.6791
C -2.30806 3.54695 2.32173 -1.0027 0.8093 -0.7752
H -1.16955 0.32972 -1.45053 -0.0213 0.3360 0.0504
O 0.62887 -1.41822 6.02780 0.1441 -0.0650 -0.1363
C -6.78495 0.72737 -1.81124 -0.7624 -0.8462 -0.1504
H 5.07414 4.47463 1.23226 0.1645 0.2970 -0.0381
H 2.89967 -2.36049 1.20246 -0.0872 -0.1989 -0.3544
C 0.11957 2.26160 -3.07516 0.7457 0.7649 1.0168
H 2.47865 4.11414 -0.99617 0.2654 -0.2889 0.5407
H -3.40133 1.08232 -2.22206 -0.1913 0.5049 0.3879
O -1.04291 -2.05584 0.86673 -1.9659 -3.3456 1.0327
C 3.20192 0.32019 -1.01211 1.2612 -0.2750 -1.0178
C -0.95238 -3.75816 -2.68680 -1.9464 -1.4741 -0.3416
H 2.62188 -0.34305 -0.37767 -0.5602 0.3670 0.0602
H 4.25387 0.11746 -0.75280 -0.0665 0.1823 -0.0160
C 0.45688 0.96920 -3.61294 -2.7601 1.7895 -0.8738
C -5.10356 1.58696 -0.25680 -0.4020 0.1792 0.6315
H -2.17788 0.65067 -5.82043 -0.0107 0.2199 -0.1596
H 2.65980 2.41951 -2.74599 0.5586 -0.1614 -0.3505
H 3.37205 4.53943 -2.34083 0.7238 -0.0776 0.1776
H 2.16558 -2.95499 -2.99673 -0.1030 -0.2648 -0.0090
H 3.40495 4.01272 1.03997 0.0427 0.1883 -0.1187
C -0.26824 2.67439 1.19660 0.3406 0.4354 -0.7799
H -3.31762 3.95639 2.30091 0.1394 -0.2532 -0.1682
H -3.70578 1.74868 6.15136 0.1364 -0.4277 0.1948
H 6.07665 -5.84678 3.49891 0.1178 0.2251 -0.0426
O 2.90443 1.68805 -0.86769 -0.1612 -0.1761 0.8510
C -0.30940 2.90648 3.62012 0.0117 -1.1274 -2.3363
H -5.68924 1.08582 0.52993 -0.0340 -0.4551 -0.5950
H 1.37929 2.16651 2.37991 0.0304 -0.0679 0.2557
C -0.37918 -0.89963 5.61311 -0.4841 0.5083 1.2605
H 4.63819 -2.05493 1.12480 -0.1786 -0.2676 -0.3763
C 4.21150 4.61255 0.58630 -0.2592 -0.3282 0.9469
C -1.51562 1.09375 -5.08930 -2.5547 0.9324 -0.3667
O 1.36838 0.29576 -3.26232 2.1081 -1.7198 0.4029
C 3.40703 2.47260 -1.94980 -0.7683 -0.0909 0.5399
H -0.16439 -0.26805 0.91356 0.3193 0.0507 -0.1960
C -0.97273 2.93958 -3.44408 -0.2112 -0.9465 -0.9389
C -1.66686 3.21414 1.04135 0.6380 -0.4352 3.3607
H 2.88730 -2.49744 -1.04581 0.4613 -0.2409 0.0883
C -1.98473 -0.56302 3.76591 -1.7195 0.9511 0.6339
C -1.70739 3.43482 3.49068 0.4775 -0.0663 0.9783
C -2.80996 0.30513 4.61281 2.0963 -1.5753 -1.3759
V -2.34237 -3.61120 0.35656 1.0587 3.4022 0.7676
O -3.80960 0.81136 4.18000 -1.3758 1.0716 0.3763
H -5.35324 2.63946 -0.06175 0.4883 -0.0038 -0.4087
C 1.30878 -3.13930 -2.34860 -0.0431 0.2543 -0.7218
H 5.63247 -4.43895 4.49329 -0.1986 0.0446 -0.0289
H -6.99529 0.53275 -2.85901 0.1617 0.3072 -0.1096
H -0.37101 -4.23024 -5.13151 -0.3333 0.2040 -0.0887
O -2.22849 3.27838 0.00703 -0.8729 0.1899 -2.5204
C 5.33199 -5.06134 3.64370 -0.0563 -0.7321 -0.1847
H 3.89434 5.65862 0.55703 0.1055 0.0528 -0.0071
H -1.73292 -3.94834 -3.42882 -0.3045 0.0767 0.0814
C -1.58167 -0.36145 -0.72596 -0.4312 -0.9561 0.4828
H 1.30009 -4.51556 -4.61508 -0.4119 -0.1142 -0.0072
H 1.53863 -3.92097 -1.62998 -0.3644 -0.0258 -0.1375
H 4.40095 2.14420 -2.25507 -0.0248 -0.1463 -0.1041
C 3.73195 -3.20058 -1.12277 0.3634 0.8209 -0.9439
H 3.48795 -4.00287 -1.81547 0.2091 0.0117 0.1341
C 3.45459 3.87439 -1.45131 -2.0798 0.7677 -2.2034
N 0.18790 -3.48268 -3.20540 1.6300 0.5846 -1.1584
H 3.19330 -4.27409 2.54060 0.1180 0.0954 0.0206
H -0.57022 -2.00766 2.60408 0.3342 -0.0676 0.3037
H 3.06585 0.10383 -2.08098 0.0349 -0.6125 0.6037
H 1.20231 2.03133 0.13812 -0.5885 0.5194 -0.4191
C -0.45021 0.46980 -4.70799 2.4127 -0.6019 -0.0095
N -5.43119 1.14852 -1.60625 1.1135 0.2987 0.4443
H 0.26266 -1.35340 -0.49450 0.2660 0.3865 0.4475
O -2.99934 2.84182 -4.67468 -0.8475 1.2756 0.0646
H -4.07352 1.34387 -0.02139 0.1805 0.4424 -0.1006
O -1.27923 4.12888 -3.02614 -0.8639 1.0896 0.3664
C -1.93942 2.33944 -4.44419 0.9102 -1.5854 0.0583
C -4.43422 0.83341 -2.49439 -1.3767 -1.7569 -0.4979
H -1.72957 3.42015 5.37859 -0.2653 0.3410 -0.5585
H -7.01576 -0.22608 -1.30447 0.3245 0.1858 0.0553
C -0.53579 -0.99569 0.17945 0.1846 0.6896 -1.3220
H -2.19039 4.33118 -3.34948 0.4989 -0.0749 0.1277
O -1.14832 -3.96336 -1.49036 -0.1195 0.0776 1.9944
O -2.93714 -3.95447 1.81208 0.7393 -0.2927 -1.8595
H 3.96009 -2.90756 3.29728 0.2365 0.2940 -0.0842
H 0.90527 -2.92002 -5.10899 -0.6071 -0.0210 -0.1469
H 1.15677 -2.18583 -1.84112 -0.3960 -0.2458 -0.0302
O 0.18514 2.67538 4.68170 0.2696 0.2632 1.8802
H -2.41812 -0.71647 2.78299 0.4115 -0.2411 -0.0727
O -0.17084 -1.91535 3.52279 1.6440 -2.1386 -2.1056
H 4.57019 -2.63592 -1.56800 0.0655 -0.0216 0.2406
O 4.53592 4.11143 -0.67407 1.2112 0.2561 0.6606
H 0.96099 -0.67355 -5.14279 -0.6776 -0.1564 0.1086
C 0.46889 -3.79281 -4.61809 1.5099 0.2501 0.7123
C -1.20558 0.01579 6.43328 2.7086 -1.8624 1.0660
H -7.49414 1.45075 -1.40632 0.1638 0.2164 -0.1390
O 5.21899 -4.33488 2.44356 0.6075 0.1914 0.2036
C 4.05043 -3.57650 2.43495 -1.2202 -1.3634 0.7482
H 0.76127 2.70535 -2.31028 -0.2886 -0.3181 -0.2554
H -2.36294 0.06315 -0.09124 0.0651 0.3707 -0.2290
C 0.35794 2.52268 2.36008 -0.3149 0.4567 0.7504
H 4.38380 -5.58943 3.84300 0.1474 0.2760 0.2336
```
Forces are in eV/Å.


(2)
# C3H5NS

2 unconnected molecules or ions with the total composition C3H5NS (wB97M-V/def2-TZVPD, the Open Molecules 2025 dataset).

Computed properties:
- Highest occupied orbital energy: -9.46 eV
- Net charge: 0
- Relative energy (zero: lowest compared OMol25 entry of this formula, charge and spin): 1.010 eV
- Frontier orbital gap: 10.212 eV
- SMILES string: N=C=S.C=C
- Total energy: -570.1974 Eh

XYZ file:
```
10
Properties=species:S:1:pos:R:3:forces:R:3
N -1.06912 -0.97535 0.12459 -0.7703 -0.6114 0.3118
C -1.87450 -1.25386 0.96673 0.7872 0.5968 -0.7545
C 1.25975 0.89950 -1.06652 0.1127 0.1344 -0.2696
H 0.74494 1.55727 -1.74719 -0.1236 0.1427 -0.1127
S -2.89939 -1.31485 2.12898 -0.6600 -0.2864 0.6912
H -0.56036 -1.47167 -0.57303 0.1418 -0.1397 -0.1959
C 0.87021 0.76460 0.18483 0.4010 0.3272 0.1247
H 0.03649 1.31163 0.58961 -0.1294 0.1195 0.0082
H 1.38931 0.11703 0.87037 0.1119 -0.1633 0.1490
H 2.10267 0.36571 -1.47837 0.1288 -0.1198 0.0478
```
Forces are in eV/Å.


(3)
# C4H11N2O

A gas-phase ion, C4H11N2O (charge +1) (wB97M-V/def2-TZVPD, the Open Molecules 2025 dataset).

Computed properties:
- Highest occupied orbital energy (alpha / beta): -9.36 / -15.13 eV
- Net charge: +1
- ⟨S²⟩: 2.006
- Relative energy (zero: lowest compared OMol25 entry of this formula, charge and spin): 2.605 eV
- Frontier orbital gap (alpha / beta): 6.149 / 8.637 eV
- Total energy: -343.2541 Eh
- Spin multiplicity: 3

XYZ file:
```
18
Properties=species:S:1:pos:R:3:forces:R:3
C 1.29334 0.41611 1.68105 1.0500 0.2297 -0.4836
O -0.86574 1.53283 -0.21098 1.0497 -0.3288 -1.1304
H -3.13147 -1.37782 -2.02333 0.2693 -0.2519 0.9783
H -2.96959 0.29535 -1.61068 0.6140 0.8893 -0.1195
C 1.43482 -0.29368 -0.63088 2.8667 -1.7532 -1.8677
C -2.48867 -0.66026 -1.47921 -4.2122 -0.5376 -3.1272
H 0.51827 -1.19391 0.84222 -0.7124 -1.6918 0.2292
H 2.45919 -0.66535 -0.32641 -0.8910 1.0057 -0.1901
H 2.05580 -0.32727 1.93795 0.0096 0.4345 0.3675
H 1.49956 0.57582 -1.25648 0.0865 0.9184 0.3935
N -1.50421 -0.93300 -0.73895 4.5326 3.0231 3.2022
H 1.84042 1.42870 1.50417 -1.5497 -1.8006 -0.1299
H 1.15192 -1.05887 -1.31119 -0.8145 -0.7221 -0.5293
N 0.60739 -0.27574 0.50216 -1.6886 3.5921 1.6748
H -0.18191 1.58558 -0.96117 -1.5789 -0.0792 1.1801
H -1.34780 0.20268 1.33121 0.0128 0.6342 -0.9059
C -0.88758 0.33068 0.32712 0.8292 -4.1094 -0.2465
H 0.51628 0.41816 2.42339 0.1269 0.5478 0.7045
```
Forces are in eV/Å.


(4)
# H17NO7

8 unconnected molecules or ions with the total composition H17NO7 (wB97M-V/def2-TZVPD, the Open Molecules 2025 dataset).

Computed properties:
- Highest occupied orbital energy: -10.18 eV
- Net charge: 0
- Relative energy (zero: lowest compared OMol25 entry of this formula, charge and spin): 1.242 eV
- Frontier orbital gap: 10.338 eV
- SMILES string: N.O.O.O.O.O.O.O
- Total energy: -591.6085 Eh

XYZ file:
```
25
Properties=species:S:1:pos:R:3:forces:R:3
O -1.98083 0.63418 2.83662 0.0462 0.1000 -0.7157
H -0.84400 -0.83979 2.26223 0.4288 -0.1450 0.6386
H 0.42562 -0.06470 -2.45755 0.0973 -0.4619 -0.0202
H -1.92934 1.28945 -3.19503 -0.1023 0.2069 -0.8162
H -0.74319 -0.29956 0.23531 -0.0684 -0.2592 -0.6603
O -1.54651 0.20578 0.08035 -0.3666 0.8547 0.4443
H 1.58921 -0.19376 -1.33878 -0.3505 -0.4115 0.2181
H 1.35926 2.40687 1.30976 0.0862 -0.0164 -0.2363
H -0.95639 -3.43012 -1.03630 0.1066 0.0710 -0.0542
H -2.00117 -0.06130 -0.72330 0.4319 -0.5931 0.1260
O 1.24503 2.87972 0.47587 -0.1152 0.0470 0.1821
O -1.00304 1.44748 -3.43724 -0.7098 -0.3761 0.9721
H -0.48872 -2.49587 0.08627 0.0231 -0.0789 -0.2366
H 1.95311 -0.24056 -2.83587 -0.1715 -0.4427 -0.3042
O 0.09187 -1.11660 2.21605 -0.1530 -0.0394 -0.4155
O -1.16996 -2.60594 -0.58864 -0.1173 -0.0307 0.2429
H 2.13679 2.97699 0.12971 0.0114 -0.0769 -0.0025
N 1.24191 -0.62120 -2.20494 0.6532 1.0325 0.1480
O 2.31824 -0.20797 0.94741 0.0098 0.4196 -0.6696
H -2.23511 0.34640 1.94447 -0.5185 -0.1322 -0.0467
H -0.65685 1.30014 -2.54660 0.6480 0.4860 -0.0894
H 0.17124 -2.06727 2.33727 -0.2370 0.0568 0.1264
H 3.07817 -0.37753 1.50439 -0.1914 -0.0905 0.3108
H -1.54532 1.44992 2.55587 0.1373 0.1731 0.5384
H 1.48995 -0.31472 1.44266 0.4217 -0.2929 0.3197
```
Forces are in eV/Å.


Calculated max |F| (eV/Å), listed in the same order as above: 4.0; 1.2; 6.3; 1.3